{
  "formula": "C35H69BIN2O18P3S4",
  "method": "the ωB97M-V functional and the def2-TZVPD basis",
  "symbols": ["C", "C", "I", "C", "C", "C", "C", "C", "S", "C", "C", "C", "C", "C", "N", "B", "O", "O", "C", "C", "C", "C", "C", "C", "C", "C", "C", "N", "C", "S", "C", "O", "C", "C", "C", "S", "O", "S", "O", "O", "H", "H", "H", "H", "H", "H", "H", "H", "H", "H", "H", "H", "H", "H", "H", "H", "H", "H", "H", "H", "H", "H", "H", "H", "H", "H", "H", "H", "H", "H", "H", "H", "H", "H", "H", "H", "H", "H", "H", "H", "H", "H", "C", "O", "P", "O", "O", "C", "O", "C", "H", "H", "H", "H", "H", "H", "H", "H", "H", "C", "O", "P", "O", "O", "C", "O", "C", "H", "H", "H", "H", "H", "H", "H", "H", "H", "C", "O", "P", "O", "O", "C", "O", "C", "H", "H", "H", "H", "H", "H", "H", "H", "H"],
  "xyz": [[5.19697, -3.86348, 0.19432], [4.43109, -4.20567, -1.16242], [5.71892, -5.81006, -2.02372], [3.03122, -4.88772, -0.99829], [1.66132, -4.18095, -0.88314], [0.56489, -5.36995, -0.86160], [1.00876, -6.78867, -0.37889], [-0.30646, -7.58081, 0.04768], [-1.22668, -8.24293, -1.41899], [1.19132, -3.08164, -1.94488], [1.17125, -3.64694, -3.43645], [2.50623, -4.19916, -4.04547], [2.66745, -3.68745, -5.56163], [4.24429, -3.59808, -5.84201], [4.68803, -2.24639, -5.34230], [2.28271, -1.86183, -2.13502], [2.43417, -1.16653, -3.38372], [3.22642, -1.45304, -1.17617], [-0.19606, -2.32558, -1.54591], [-0.49624, -1.06241, -2.44858], [-1.96776, -0.69544, -2.86190], [-3.02229, -0.20632, -1.85071], [-3.19211, 1.12252, -1.30575], [-4.26633, 1.53338, -0.33964], [-5.23818, 0.55018, 0.09745], [-5.12788, -0.80754, -0.47836], [-4.06187, -1.18502, -1.41401], [-1.41150, -3.16360, -1.52089], [-1.84038, -3.81655, -2.43601], [-2.36325, -4.45144, -3.84337], [-0.21745, -1.86614, 0.02070], [-1.59352, -1.62699, 0.36843], [0.48408, -0.56067, 0.48054], [-0.40176, 0.76859, 0.52717], [0.58219, 1.85921, 1.19528], [1.13551, 3.16732, 0.02003], [0.07644, -2.92288, 0.96869], [1.54711, -3.58520, 0.88274], [1.55160, -4.71588, 1.82328], [2.60447, -2.68682, 1.31061], [6.30467, -3.95706, 0.06124], [4.81284, -4.48623, 1.03860], [4.97389, -2.79267, 0.45099], [4.56581, -3.39418, -1.90606], [2.95973, -5.65010, -1.82561], [3.19647, -5.43116, -0.01787], [0.11906, -5.54712, -1.87757], [-0.32294, -5.08831, -0.22488], [1.69222, -6.85039, 0.49686], [1.45435, -7.40142, -1.21505], [-1.02815, -6.91134, 0.59733], [-0.08462, -8.42893, 0.74554], [-2.00407, -9.24762, -0.87889], [0.43506, -4.49060, -3.58217], [0.78706, -2.88991, -4.17742], [2.44769, -5.32314, -4.15603], [3.48210, -3.98410, -3.56316], [2.22792, -4.41948, -6.28629], [2.29513, -2.63931, -5.69243], [4.49182, -3.65582, -6.92981], [4.80722, -4.33883, -5.20790], [5.22733, -1.76541, -6.06378], [5.32990, -2.34720, -4.55467], [2.13205, -0.24803, -3.27611], [3.25490, -0.47896, -1.22813], [-0.04298, -1.14293, -3.48300], [-0.02189, -0.10895, -2.06635], [-2.47199, -1.46519, -3.51686], [-1.85110, 0.17674, -3.58257], [-2.45443, 1.90598, -1.62427], [-4.23514, 2.59508, 0.01469], [-6.01353, 0.85498, 0.83343], [-5.91183, -1.53411, -0.14836], [-4.05255, -2.23572, -1.79978], [-1.94794, -2.38656, 0.85863], [1.42141, -0.22198, -0.01676], [0.76955, -0.70818, 1.56410], [-0.61028, 1.16554, -0.49003], [-1.26974, 0.70486, 1.21527], [1.42791, 1.34743, 1.72906], [-0.00008, 2.38307, 2.00775], [0.04149, 3.40858, -0.77966], [0.73463, -0.50796, 5.25920], [0.00543, 0.26584, 6.20697], [0.34547, 1.81074, 6.35394], [0.28161, 2.59732, 5.11227], [1.75737, 1.84837, 7.10423], [2.95058, 1.79076, 6.32492], [-0.65613, 2.26036, 7.49407], [-0.59049, 3.62478, 7.90427], [0.04859, -1.19573, 4.76645], [1.20888, 0.11830, 4.50046], [1.49691, -1.08652, 5.78272], [2.80877, 2.21654, 5.33092], [3.28130, 0.75393, 6.23807], [3.72449, 2.35963, 6.83813], [-1.05339, 4.26288, 7.15032], [0.44368, 3.93594, 8.06382], [-1.13428, 3.72835, 8.84188], [4.11837, 7.69693, 7.34592], [3.05101, 6.92570, 6.80725], [3.20467, 6.32970, 5.34076], [4.40280, 5.50732, 5.11091], [3.05338, 7.59334, 4.36853], [4.21555, 8.34985, 4.04486], [1.82369, 5.58483, 5.14901], [1.60512, 4.94497, 3.89131], [4.24038, 7.43964, 8.39711], [5.06009, 7.50747, 6.82708], [3.86623, 8.75598, 7.26974], [5.11912, 7.73906, 4.07101], [4.31492, 9.18490, 4.74121], [4.09587, 8.75043, 3.03883], [2.18756, 4.02561, 3.83782], [1.87922, 5.60372, 3.06396], [0.54969, 4.70020, 3.80594], [-8.73941, 4.39066, -6.43760], [-7.80921, 3.39245, -6.03523], [-7.52083, 3.19954, -4.48369], [-8.70208, 2.95954, -3.64191], [-6.64228, 4.47438, -4.07006], [-7.31276, 5.66411, -3.66729], [-6.44750, 2.03775, -4.49643], [-5.93105, 1.62374, -3.23029], [-9.34056, 3.99893, -7.25683], [-9.40475, 4.68003, -5.62181], [-8.19177, 5.26638, -6.79024], [-8.28211, 5.45143, -3.21419], [-7.44519, 6.32009, -4.52996], [-6.69155, 6.17761, -2.93412], [-6.68668, 1.02713, -2.71787], [-5.65830, 2.48022, -2.61262], [-5.04609, 1.01012, -3.38287]],
  "atomic_forces_ev_per_a": [[-0.621, 0.967, -0.566], [1.204, -0.055, 0.792], [-0.377, 0.284, -0.125], [1.227, -0.600, 0.070], [-1.845, -0.608, 0.163], [-0.421, -0.446, 0.174], [-1.023, -1.314, -0.086], [-0.325, 0.038, 0.887], [-0.038, -0.296, 0.156], [0.867, 0.923, -0.681], [-0.941, -1.083, -0.482], [-0.231, -0.195, -1.907], [1.761, -0.527, 0.371], [-0.488, 0.956, 0.735], [0.529, -0.384, -0.380], [1.540, 0.880, -0.468], [-1.443, -0.351, 1.465], [-1.798, -0.005, -0.255], [0.121, 0.448, 1.693], [0.048, 0.887, -1.301], [-0.862, 1.256, -0.691], [-2.855, -0.588, 2.213], [-0.699, -0.492, 0.499], [0.991, -2.262, -1.239], [2.206, -0.119, -1.807], [1.089, 1.289, -0.288], [-0.564, 1.961, 1.031], [0.412, -1.500, -1.589], [-0.202, 0.210, -2.107], [0.296, 0.470, 2.250], [-1.843, 1.391, 0.606], [0.940, 0.143, -0.174], [-0.086, 1.473, 0.877], [2.053, 0.391, 0.602], [-2.012, -0.090, 0.633], [0.385, -0.216, -0.198], [1.427, -0.631, -1.082], [2.193, -1.280, 3.120], [-1.278, 0.797, -2.058], [-1.349, 0.475, -1.546], [-1.100, -0.032, 0.218], [0.492, 0.336, -0.747], [0.118, -0.994, -0.161], [-0.375, -0.566, 0.626], [-0.267, 0.826, 1.001], [-0.551, 0.217, -1.257], [0.655, 0.511, 0.750], [1.098, -0.007, -0.618], [-0.542, 0.470, -0.672], [-0.194, 0.788, 0.786], [0.929, -0.526, -0.471], [0.047, 0.723, -0.779], [0.702, 0.826, -0.013], [0.657, 0.896, 0.592], [0.458, -0.400, 1.220], [0.145, 1.102, 0.527], [-0.942, 0.173, 0.166], [-0.001, 0.754, 0.658], [0.084, -1.061, 0.072], [-0.232, -0.344, 0.909], [-0.666, 0.138, -1.130], [-0.240, -0.170, 0.264], [-0.259, 0.019, -0.271], [0.441, -0.274, -0.337], [0.733, -0.533, -0.075], [-0.136, -0.499, 1.345], [-0.399, -1.211, 0.096], [0.797, 0.447, 0.920], [0.135, -0.904, 0.743], [-0.840, -0.705, 0.348], [-0.243, -1.219, -0.299], [0.581, -0.549, -0.739], [0.973, 0.516, -0.542], [0.046, 1.146, 0.363], [0.264, 0.084, -0.432], [-0.624, -0.880, 0.056], [-0.239, -0.194, -1.220], [-0.408, -0.596, 0.872], [0.357, -0.251, -1.017], [-0.359, 0.823, -0.927], [0.680, -0.531, -0.774], [0.353, -0.534, 0.871], [0.227, -0.267, -0.217], [-0.431, 0.555, 0.280], [-0.088, 0.055, 0.194], [0.200, -0.355, 0.139], [-0.430, 0.197, -0.209], [0.518, -0.012, -0.109], [0.306, -0.767, -0.237], [-0.007, 0.575, 0.065], [-0.043, 0.082, 0.077], [-0.056, 0.020, 0.015], [-0.011, 0.030, -0.030], [-0.079, 0.028, 0.061], [-0.030, 0.027, -0.015], [-0.122, 0.019, 0.023], [0.080, -0.029, 0.004], [-0.039, -0.016, -0.042], [-0.008, -0.208, -0.078], [0.260, 0.271, 0.131], [-0.378, -0.516, -0.275], [-0.207, -0.378, -0.107], [-0.106, 0.472, 0.043], [0.066, -0.398, 0.103], [0.293, 0.322, -0.188], [0.265, 0.688, 0.590], [-0.031, -0.225, -0.677], [-0.074, -0.067, -0.072], [-0.034, -0.066, 0.025], [0.012, -0.027, -0.010], [-0.081, -0.073, 0.031], [0.014, -0.028, -0.019], [-0.098, -0.062, 0.049], [-0.050, 0.057, -0.009], [0.059, 0.029, 0.089], [0.097, 0.016, 0.241], [-0.208, 0.316, -0.123], [0.324, -0.539, 0.315], [0.022, -0.403, 0.102], [0.244, 0.419, -0.199], [-0.165, -0.354, 0.070], [-0.093, 0.432, 0.151], [-0.150, 0.646, -0.681], [-0.142, -0.263, 0.519], [0.076, -0.077, 0.065], [-0.001, -0.079, -0.013], [-0.013, -0.018, 0.020], [0.037, -0.103, -0.030], [-0.013, -0.015, 0.032], [0.048, -0.099, -0.053], [0.056, 0.079, 0.069], [-0.040, -0.004, -0.092], [-0.095, 0.102, -0.246]],
  "e_tot_ev": -157237.867,
  "smiles": "C[C@@H](I)C[C@]1(CCCS)[C@](CCCCN)(B(O)O)[C@@](CCc2ccccc2)(N=C=S)[C@](O)(CCCS)OS1(=O)=O.COP(=O)(OC)OC.COP(=O)(OC)OC.COP(=O)(OC)OC"
}